{"formula": "CH6S4", "method": "the ωB97M-V functional and the def2-TZVPD basis", "max_force_ev_per_a": 0.357, "relative_energy_kj_mol": 9.9, "smiles": "CSS.SS", "gap_ev": 9.418, "symbols": ["S", "H", "S", "H", "H", "S", "C", "H", "S", "H", "H"], "positions_angstrom": [[-0.6328, 0.4000, 0.0494], [-0.1123, -0.2871, 2.2338], [1.7117, -1.5386, -2.4917], [-3.0089, 0.8924, -0.8978], [-0.9057, 1.3242, 2.2718], [3.0728, -1.2976, -0.9404], [-0.9126, 0.3335, 1.8350], [2.4358, -0.8530, -3.3845], [-2.0313, 1.7555, -0.5790], [-1.8642, -0.1390, 2.0536], [2.2475, -0.5904, -0.1502]], "atomic_forces_ev_per_a": [[0.100, 0.034, 0.023], [0.077, 0.075, 0.107], [0.300, -0.096, 0.093], [-0.047, -0.005, 0.034], [0.195, 0.124, 0.055], [-0.321, -0.153, 0.036], [-0.241, -0.154, -0.186], [-0.126, 0.135, -0.081], [0.046, -0.013, -0.025], [-0.097, -0.095, 0.008], [0.115, 0.147, -0.062]]}

{"formula": "C16H37ClO9", "method": "the ωB97M-V functional and the def2-TZVPD basis", "max_force_ev_per_a": 1.019, "smiles": "CC[C@H](Cl)C1=CC(=O)C=CC1=O.CO.CO.CO.CO.CO.CO.CO", "gap_ev": 8.644, "symbols": ["H", "C", "H", "H", "H", "C", "H", "O", "C", "C", "O", "H", "H", "H", "H", "H", "H", "C", "H", "Cl", "H", "H", "O", "H", "H", "H", "H", "H", "H", "O", "H", "H", "H", "H", "H", "H", "C", "H", "C", "C", "C", "H", "C", "C", "H", "C", "C", "H", "H", "H", "O", "C", "H", "H", "O", "O", "C", "O", "H", "C", "H", "O", "H"], "positions_angstrom": [[6.7796, -0.0058, 0.2530], [6.4496, -0.6126, 1.0906], [-4.9553, 7.8507, -1.6018], [0.1783, 7.6451, 0.8040], [-1.3935, 7.5592, -0.0148], [2.6117, -0.5824, 0.8258], [0.3803, -0.3922, -3.9544], [2.2210, -2.8506, 1.4531], [-0.2088, -0.5854, 0.5149], [-0.4846, 7.0112, 0.2106], [0.3522, -0.0153, -1.7264], [-3.8658, 6.4487, -1.8102], [6.3737, 0.0541, 1.9440], [-1.9255, 4.0275, 1.2719], [-1.3495, -4.4627, -1.7864], [0.6987, -3.5638, -0.0599], [2.5720, 1.0959, -0.4764], [-2.2373, 3.1654, 1.8593], [-3.4219, -4.8409, 0.8728], [3.8767, -0.6440, 3.1750], [-5.4959, -5.7456, -0.8259], [-3.7591, -5.9525, -1.1316], [-4.2928, -5.2237, 0.7368], [-0.0369, 5.3612, 1.1417], [-0.2601, -5.1263, 4.6299], [-0.5991, -1.1207, -6.5034], [0.3908, -4.6607, -2.0755], [-1.2386, -0.2840, 0.5750], [-3.3277, 3.1373, 1.9273], [-0.1700, -3.9431, -0.2052], [7.1834, -1.3645, 1.3460], [-0.3371, -3.0283, -2.0658], [-0.2679, -4.1855, 3.1237], [0.4340, -5.8216, 3.1520], [2.0422, -4.1600, 3.3099], [-4.4833, -4.3161, -1.1208], [-0.3689, -4.0249, -1.6145], [0.0080, 6.7364, -0.7246], [-4.5128, -5.3108, -0.6668], [0.6934, -0.0975, -0.5615], [3.9747, -0.3551, 1.3979], [4.9046, -1.3375, -0.2689], [-3.9325, 7.4871, -1.4754], [0.3219, -1.4071, 1.4190], [-1.4196, -0.0241, -5.3761], [1.7653, -1.7352, 1.2764], [5.0670, -1.2293, 0.7963], [-0.2270, -1.8072, 2.2542], [-3.6661, 7.5395, -0.4232], [4.2295, 0.6881, 1.2622], [0.5182, -0.5984, -4.8829], [2.0710, 0.2233, -0.0890], [-2.1190, 1.8913, 0.3847], [-1.8208, 3.2405, 2.8605], [-3.0150, 8.3028, -2.1994], [1.5551, -4.3569, 4.1156], [-0.7513, -0.8865, -5.4526], [-1.7482, 1.9536, 1.2687], [-3.2506, 8.2568, -3.1285], [0.3003, -4.9009, 3.7256], [5.0504, -2.2074, 1.2598], [-0.8466, 5.8397, 0.9463], [-1.2144, -1.7482, -4.9624]], "atomic_forces_ev_per_a": [[0.245, -0.035, -0.114], [-0.515, 0.200, -0.106], [-0.039, -0.084, 0.088], [-0.009, 0.081, -0.079], [-0.015, -0.012, -0.022], [-0.099, 0.455, -0.236], [0.091, 0.069, 0.176], [-0.127, 0.442, 0.041], [0.240, -0.411, 0.568], [0.148, -0.245, 0.154], [0.046, 0.232, 0.399], [-0.092, -0.043, 0.122], [0.057, 0.050, 0.237], [-0.136, 0.005, 0.133], [-0.011, -0.003, 0.012], [0.157, -0.143, 0.188], [0.128, 0.030, -0.276], [-0.088, -0.174, -0.325], [0.050, -0.010, 0.046], [0.098, 0.251, 0.032], [-0.017, -0.006, 0.048], [-0.075, 0.015, -0.140], [-0.136, -0.032, -0.080], [0.010, -0.051, 0.058], [0.019, 0.014, 0.030], [0.028, -0.001, -0.012], [-0.061, 0.012, -0.110], [-0.204, -0.013, -0.314], [0.010, 0.079, 0.102], [-0.280, -0.160, -0.230], [0.234, -0.123, -0.192], [-0.038, -0.061, -0.120], [-0.082, -0.078, -0.029], [-0.113, -0.011, -0.016], [0.034, 0.101, -0.050], [-0.039, -0.065, -0.141], [0.166, 0.120, 0.240], [-0.021, 0.136, -0.049], [0.278, 0.111, 0.264], [-0.243, 0.144, -0.492], [-0.203, -0.684, -0.157], [-0.084, -0.045, -0.230], [0.066, 0.090, -0.348], [0.043, 0.521, -0.180], [-0.078, -0.052, -0.054], [0.196, -0.438, 0.188], [0.772, 0.212, 0.630], [-0.110, -0.348, -0.006], [0.013, 0.013, 0.009], [0.018, 0.247, 0.034], [-0.099, -0.069, -0.157], [-0.058, -0.325, 0.306], [-0.024, 0.085, -0.048], [0.029, -0.081, 0.000], [0.009, -0.026, 0.217], [-0.141, -0.064, 0.053], [0.167, 0.073, 0.232], [0.062, -0.027, 0.131], [0.026, 0.030, -0.063], [0.261, 0.094, -0.060], [-0.409, -0.276, -0.091], [0.029, 0.285, -0.141], [-0.086, 0.003, -0.069]]}

{"formula": "C3H6N2O3S3", "method": "the ωB97M-V functional and the def2-TZVPD basis", "max_force_ev_per_a": 5.050, "relative_energy_kj_mol": 204.0, "smiles": "C=[N+]([S-])[C@H](/C=N/S)S(=O)(=O)O", "gap_ev": [7.748, 7.744], "symbols": ["N", "C", "S", "H", "H", "S", "C", "S", "C", "N", "H", "H", "O", "O", "H", "H", "O"], "positions_angstrom": [[0.2314, 1.1707, 0.0177], [0.2184, -0.0872, -0.6005], [0.6054, 1.3074, 1.6661], [1.2778, -0.6665, 1.7268], [-0.2904, 2.1811, -1.7806], [1.8754, -0.8382, -0.1999], [-0.1678, 2.2313, -0.6856], [-3.1991, -0.7601, 1.2232], [-1.0420, -0.8488, -0.1519], [-1.9221, -0.1608, 0.4970], [-3.0272, -2.0134, 0.6645], [0.1878, 0.1819, -1.6274], [2.1586, -1.8556, -1.1320], [2.7997, 0.2359, -0.2994], [-0.0975, 3.2645, -0.2827], [-1.1081, -1.9053, -0.2127], [1.4999, -1.4368, 1.1776]], "atomic_forces_ev_per_a": [[-1.276, 4.886, 0.050], [-0.296, -1.333, 0.053], [-0.107, 0.322, 0.564], [-0.466, 1.167, 0.980], [-0.189, -0.493, 0.723], [-0.634, 0.768, -2.193], [1.590, -0.695, 0.365], [-1.378, -1.796, 0.041], [-0.509, 2.355, 1.431], [3.162, 0.283, -1.897], [-0.716, 0.192, 0.730], [0.257, -0.767, -1.319], [-0.662, -1.947, -0.244], [0.125, 0.646, 1.375], [-0.250, -1.211, 0.225], [0.134, -1.101, -0.393], [1.213, -1.277, -0.491]]}